## i
ORCA calculation (ωB97M-V/def2-TZVPD) on the molecule CCl2O2S.

```
6
Properties=species:S:1:pos:R:3:nbo_charge:R:1
C 0.898 -0.255 0.155 0.3234
O 0.998 -0.968 1.083 -0.4371
O -1.573 -1.171 -0.655 -0.8435
S -0.830 0.114 -0.688 1.1651
Cl 2.139 0.765 -0.522 0.0081
Cl -1.633 1.515 0.628 -0.2160
```

Results
HOMO level ... -10.22 eV
LUMO ... -1.231 eV
HOMO-LUMO gap ... 9.0 eV

## ii
ORCA calculation (ωB97M-V/def2-TZVPD) on a cluster of 2 separate species, CCl2O2S in total.

```
6
Properties=species:S:1:pos:R:3:nbo_charge:R:1
C -1.989 0.276 -0.102 0.4503
O -2.424 1.382 -0.057 -0.4589
O 3.530 0.584 0.216 -0.7186
S 2.870 -0.634 -0.329 0.9885
Cl -2.796 -1.235 -0.020 0.0118
Cl 0.809 -0.373 0.291 -0.2731
```

Results
HOMO level (alpha / beta) ... -9.13 / -9.84 eV
LUMO (alpha / beta) ... -1.944 / -1.616 eV
HOMO-LUMO gap (alpha / beta) ... 7.2 / 8.2 eV

Most stable structure - i; separation to the second - 1.614 eV.